Molecular formula: C18H27Cl2FN6O2PSe2V
Method: DFT, the ωB97M-V functional and the def2-TZVPD basis

Energy relative to the best compared isomer or geometry (same formula, charge and spin) (eV): 0.961
Expectation value of S²: 3.7709
Charge: -1
Lowest unoccupied orbital energy (spin up / spin down) (eV): 2.278 / 2.231
Largest force on an atom (eV/A): 1.5
Spin multiplicity: 4

Each line ends with the Mulliken charge.
Cartesian coordinates (Å):
Se  0.515  -0.089  -2.540  -0.338
Se  0.182  2.696  0.081  -0.377
V  0.345  0.072  0.008  0.299
Cl  6.578  -0.392  -0.291  -0.253
Cl  4.122  -2.007  -0.691  -0.164
P  -1.666  -1.949  2.049  -0.618
F  2.198  0.223  0.362  -0.400
O  -0.310  4.292  -4.540  -0.566
O  2.982  1.917  -1.632  -0.317
N  0.195  0.137  2.079  0.802
N  -0.305  -0.491  4.114  0.264
N  -1.688  -0.061  0.022  0.778
N  -0.329  -4.024  0.627  0.257
N  -3.744  -0.676  0.662  0.262
N  0.299  -2.001  0.044  0.711
C  0.461  -4.159  -0.497  -0.809
C  0.844  -2.908  -0.850  -0.998
C  0.843  0.979  2.959  -0.907
C  0.991  2.973  -2.839  2.444
C  -4.796  -1.355  1.364  -0.897
C  -0.406  -2.708  0.931  -0.081
C  4.778  -0.389  -0.397  0.295
C  2.488  2.925  -2.477  -1.300
C  -3.878  0.252  -0.358  -0.616
C  -0.975  -5.099  1.355  -0.920
C  -2.634  0.622  -0.732  -0.413
C  -0.480  -0.743  2.798  -0.156
C  0.377  1.678  -3.399  -1.748
C  0.158  3.550  -1.689  -1.301
C  0.536  0.600  4.228  -0.565
C  -0.872  -1.253  5.215  -0.923
C  -2.395  -0.851  0.882  -0.079
C  0.978  4.001  -3.989  -1.458
H  -0.760  -5.030  2.418  0.323
H  -2.056  -5.066  1.218  0.313
H  1.646  3.643  -4.782  0.469
H  -0.598  -6.048  0.983  0.320
H  -5.754  -1.006  0.984  0.319
H  1.448  -2.586  -1.681  0.670
H  -0.714  3.450  -4.774  0.377
H  1.362  4.957  -3.629  0.464
H  2.399  1.793  -0.865  0.096
H  -0.697  1.848  -3.508  0.448
H  -0.613  -2.306  5.135  0.313
H  4.371  -0.035  0.534  0.061
H  -0.471  -0.864  6.147  0.322
H  -4.847  0.559  -0.718  0.388
H  -4.746  -1.153  2.438  0.302
H  -4.731  -2.437  1.220  0.301
H  0.790  1.511  -4.397  0.384
H  0.679  -5.122  -0.928  0.401
H  0.518  4.563  -1.504  0.450
H  2.719  3.918  -2.060  0.279
H  -1.957  -1.161  5.228  0.324
H  -0.882  3.634  -2.003  0.450
H  1.461  1.786  2.602  0.429
H  -2.333  1.328  -1.486  0.107
H  0.837  0.989  5.186  0.398
H  4.476  0.254  -1.211  -0.018
H  3.058  2.818  -3.406  0.402

***

Molecular formula: C2H4N2O2
Method: DFT, the ωB97M-V functional and the def2-TZVPD basis

Energy relative to the best compared isomer or geometry (same formula, charge and spin) (eV): 3.287
Lowest unoccupied orbital energy (eV): 0.344
Largest force on an atom (eV/A): 2.9

Each line ends with the Mulliken charge.
Cartesian coordinates (Å):
O  1.127  -1.528  -0.018  -0.633
O  -1.571  -1.476  -0.046  -0.348
N  -1.880  -0.142  0.007  -0.316
N  0.516  0.763  -0.077  -0.179
C  -0.949  0.728  -0.042  -0.042
C  1.397  -0.311  -0.025  0.188
H  2.419  0.064  0.115  0.343
H  -0.606  -1.531  -0.012  0.384
H  -1.292  1.695  0.092  0.352
H  0.838  1.738  0.006  0.252

***

Molecular formula: C9H9N2OS
Method: DFT, the ωB97M-V functional and the def2-TZVPD basis

Energy relative to the best compared isomer or geometry (same formula, charge and spin) (eV): 0.794
Charge: +1
Lowest unoccupied orbital energy (eV): -6.035
Largest force on an atom (eV/A): 4.5

Each line ends with the Mulliken charge.
Cartesian coordinates (Å):
S  -2.178  1.050  0.883  -0.116
O  0.229  -1.964  0.277  -0.609
N  3.497  0.986  -0.026  -0.542
N  2.994  -1.293  0.247  -0.192
C  -0.188  -0.774  0.751  0.373
C  1.212  0.412  0.301  0.280
C  2.593  -0.065  0.210  0.158
C  -3.428  -0.171  -0.945  -0.344
C  -2.250  -0.892  -0.785  -0.832
C  1.315  1.736  0.238  -0.195
C  -3.548  0.868  -0.127  -0.472
C  2.743  2.066  0.003  -0.319
C  -1.435  -0.302  0.182  0.640
H  2.168  -1.895  0.179  0.308
H  0.500  2.489  0.290  0.415
H  -4.142  -0.474  -1.705  0.404
H  -2.021  -1.843  -1.372  0.250
H  3.199  3.109  -0.149  0.370
H  -0.205  -0.671  1.791  0.433
H  3.976  -1.485  0.047  0.322
H  -4.469  1.565  -0.142  0.350
H  -0.562  -2.452  -0.149  0.318

***

Molecular formula: C16H29NO
Method: DFT, the ωB97M-V functional and the def2-TZVPD basis

Energy relative to the best compared isomer or geometry (same formula, charge and spin) (eV): 3.820
Lowest unoccupied orbital energy (eV): 0.787
Largest force on an atom (eV/A): 6.2

Each line ends with the Mulliken charge.
Cartesian coordinates (Å):
O  1.280  1.133  3.314  -0.692
N  2.244  0.087  0.994  0.045
C  3.097  -1.339  2.807  -0.748
C  3.569  -0.268  0.513  -0.758
C  1.811  -0.876  2.069  -0.188
C  -2.615  -0.906  -4.762  -0.972
C  -0.137  0.603  0.701  0.702
C  -3.161  -1.217  -3.336  -0.736
C  -1.528  3.127  -1.377  -1.880
C  1.218  0.466  0.043  -0.868
C  0.146  -1.132  4.096  -1.804
C  -2.168  1.006  -2.422  -1.196
C  -0.537  -0.061  1.979  -1.322
C  4.149  -1.036  1.699  -0.626
C  0.707  -0.217  2.920  1.302
C  -1.298  1.118  0.014  -1.313
C  -1.184  1.649  -1.357  1.003
C  -2.204  -0.574  -2.336  -0.214
H  4.601  -1.974  1.335  0.314
H  -1.722  1.337  -3.392  0.397
H  3.212  -2.374  3.239  0.305
H  1.110  -0.339  -0.691  0.265
H  -0.109  -2.122  3.708  0.386
H  4.184  0.590  0.133  0.357
H  -2.526  -0.831  -1.285  0.291
H  4.865  -0.333  2.217  0.214
H  3.331  -0.660  3.626  0.341
H  1.388  -1.737  1.494  0.409
H  -3.292  -2.278  -3.091  0.383
H  -1.162  -1.033  -2.539  0.142
H  0.863  -1.225  4.919  0.392
H  -4.124  -0.770  -3.110  0.370
H  -3.012  -1.675  -5.428  0.371
H  -2.428  3.421  -0.839  0.393
H  -3.216  1.298  -2.276  0.222
H  -1.686  3.626  -2.354  0.362
H  3.444  -1.151  -0.144  0.308
H  -1.202  0.543  2.482  0.742
H  -0.224  1.452  -1.699  0.470
H  -2.336  0.879  0.385  0.300
H  1.605  1.462  -0.284  0.303
H  -0.778  3.608  -0.801  0.485
H  1.913  1.446  2.613  0.442
H  -0.844  -1.069  1.709  0.333
H  -0.835  -0.839  4.355  0.497
H  -1.473  -0.969  -4.808  0.251
H  -2.935  0.157  -5.033  0.222